P | The ion C5H12N with charge +1, computed with wB97M-V/def2-TZVPD.

CARTESIAN COORDINATES (ANGSTROEM)
C -0.047 -0.585 -2.038
C -1.187 -0.397 -1.068
C -0.810 0.575 0.122
C 0.456 0.297 0.771
C 1.714 0.245 0.373
N 0.176 0.109 2.199
H -0.417 -0.734 -3.092
H 0.589 0.223 -2.071
H 0.687 -1.268 -1.532
H -1.989 0.075 -1.671
H -1.409 -1.331 -0.591
H -1.659 0.606 0.798
H -0.822 1.658 -0.225
H 2.576 -0.017 1.045
H 1.946 0.360 -0.734
H -0.603 -0.557 2.306
H 1.038 -0.227 2.764
H -0.241 0.970 2.644

Highest occupied orbital energy (eV): -14.5
Kohn-Sham gap (eV): 10.72
Total charge: +1
SMILES string: C=C([NH3+])CCC

Let us look at the natural (NBO) charges, expressed in e, one per atom: -0.6183 -0.3735 -0.4921 0.1142 -0.3536 -0.6995 0.2510 0.1929 0.2081 0.2361 0.2049 0.2195 0.2590 0.2344 0.2605 0.4450 0.4612 0.4503

---

Q | A cluster of 2 separate species, C5H12N in total, computed with wB97M-V/def2-TZVPD.

CARTESIAN COORDINATES (ANGSTROEM)
C -0.999 -1.500 0.725
C -1.286 -0.126 0.169
C -1.009 0.236 -1.083
C -1.292 1.563 -1.718
H -0.535 -2.091 -0.072
H -0.399 -1.544 1.633
H -1.956 -2.001 0.890
H -1.829 0.566 0.812
H -0.517 -0.473 -1.749
H -1.619 2.341 -1.026
H -0.398 1.962 -2.202
H -2.067 1.446 -2.481
C 2.841 -0.070 0.934
N 1.574 -0.077 0.919
H 3.370 0.561 1.641
H 3.397 -0.710 0.260
H 1.045 -0.497 0.152
H 0.947 0.497 1.476

Highest occupied orbital energy (eV): -13.3
Kohn-Sham gap (eV): 7.81
Total charge: +1

Let us look at the natural (NBO) charges, expressed in e, one per atom: -0.6733 -0.2504 -0.1699 -0.6546 0.2119 0.2050 0.2618 0.2157 0.1926 0.2235 0.2244 0.2442 0.1561 -0.5758 0.2361 0.2374 0.4622 0.4533

---

R | The ion C5H12N with charge +1, computed with wB97M-V/def2-TZVPD.

CARTESIAN COORDINATES (ANGSTROEM)
C 0.780 -0.026 -2.205
C -0.227 -0.137 -1.377
C -0.652 1.402 0.557
C -0.925 -1.197 0.880
C -0.183 -0.046 0.135
N 1.204 -0.125 0.693
H 0.712 -0.227 -3.244
H 1.765 0.323 -1.768
H -1.292 -0.195 -1.600
H -1.390 1.679 -0.223
H 0.199 2.094 0.640
H -1.189 1.349 1.514
H -0.911 -1.237 2.016
H -0.327 -2.070 0.523
H -2.006 -1.210 0.680
H 1.043 -0.007 1.749
H 1.774 0.659 0.440
H 1.623 -1.030 0.590

Highest occupied orbital energy (eV): -14.4
Kohn-Sham gap (eV): 10.82
Total charge: +1
SMILES string: C=CC(C)(C)[NH3+]

Let us look at the natural (NBO) charges, expressed in e, one per atom: -0.3506 -0.2140 -0.6282 -0.6445 0.0981 -0.6832 0.2450 0.1791 0.2335 0.2537 0.2165 0.2337 0.2399 0.2202 0.2655 0.4491 0.4426 0.4436

---

Tell me which of them is the least stable. Sure, it is P.

---

P | A cluster of 9 separate species, C33H36Cl6N6 in total, computed with wB97M-V/def2-TZVPD.

CARTESIAN COORDINATES (ANGSTROEM)
N -2.305 -4.668 -2.457
C -3.169 -3.772 -1.997
C -2.999 -3.158 -0.749
C -1.869 -3.489 -0.014
C -0.930 -4.337 -0.582
C -1.204 -4.965 -1.779
H -4.032 -3.579 -2.617
H -3.759 -2.510 -0.338
H -1.635 -3.081 0.958
H -0.106 -4.700 0.014
H -0.554 -5.758 -2.117
N -2.795 3.441 6.007
C -4.148 3.253 5.794
C -4.678 2.466 4.763
C -3.761 1.938 3.848
C -2.392 2.175 4.034
C -1.932 2.852 5.155
H -4.791 3.743 6.510
H -5.739 2.301 4.649
H -4.166 1.378 3.018
H -1.625 1.810 3.366
H -0.887 2.964 5.406
N -1.276 -0.282 -3.443
C -0.591 -1.474 -3.755
C -0.669 -2.082 -4.999
C -1.397 -1.462 -6.021
C -2.090 -0.321 -5.734
C -2.036 0.222 -4.445
H 0.007 -2.016 -3.038
H -0.184 -3.023 -5.215
H -1.510 -1.842 -7.025
H -2.628 0.116 -6.563
H -2.586 1.120 -4.204
N 4.421 -3.245 -1.918
C 3.295 -2.582 -1.675
C 3.229 -1.188 -1.362
C 4.459 -0.480 -1.188
C 5.660 -1.155 -1.425
C 5.583 -2.534 -1.717
H 2.403 -3.192 -1.664
H 2.280 -0.714 -1.162
H 4.425 0.574 -0.951
H 6.604 -0.647 -1.296
H 6.464 -3.155 -1.786
N 3.679 -0.488 3.364
C 4.195 0.602 3.953
C 4.008 1.923 3.498
C 3.300 2.054 2.262
C 2.831 0.912 1.614
C 3.034 -0.301 2.191
H 4.498 0.477 4.982
H 4.324 2.785 4.067
H 2.997 3.028 1.905
H 2.288 0.987 0.683
H 2.686 -1.198 1.701
N 2.714 1.796 -2.767
C 2.899 2.592 -1.676
C 1.865 3.392 -1.159
C 0.684 3.471 -1.910
C 0.533 2.732 -3.092
C 1.524 1.860 -3.445
H 3.864 2.555 -1.193
H 1.974 4.017 -0.285
H -0.173 4.022 -1.553
H -0.385 2.838 -3.651
H 1.302 1.315 -4.350
C 0.577 -0.442 4.670
Cl 1.301 1.119 5.342
Cl -0.899 -0.881 5.583
H 0.373 -0.239 3.619
H 1.332 -1.202 4.871
C -0.467 0.380 -0.118
Cl -0.476 2.013 0.634
Cl 0.137 -0.876 0.997
H -1.486 0.171 -0.443
H 0.189 0.383 -0.988
C -6.020 0.779 0.064
Cl -4.250 0.497 -0.225
Cl -6.654 -0.641 0.879
H -6.244 1.690 0.619
H -6.438 0.938 -0.930

Highest occupied orbital energy (eV): -9.3
Kohn-Sham gap (eV): 9.53
SMILES string: c1ccncc1.c1ccncc1.c1ccncc1.c1ccncc1.c1ccncc1.c1ccncc1.ClCCl.ClCCl.ClCCl

Let us look at the Mulliken charges, expressed in e, one per atom: -0.5635 -0.4412 -0.2377 -0.4677 -0.1932 -0.3511 0.3949 0.4943 0.5743 0.4196 0.3761 -0.5503 -0.2704 -0.3972 -0.3117 -0.0498 -0.3425 0.3617 0.3852 0.4640 0.3479 0.3634 0.1177 -0.2152 -0.7566 -0.2654 -0.5056 -0.4845 0.5009 0.4188 0.3899 0.4025 0.4234 -0.5562 -0.6148 0.1253 0.0798 -0.7280 -0.2874 0.5912 0.3385 0.1965 0.3759 0.3912 -0.5000 -0.4764 -0.5010 -0.5576 1.3437 -0.9346 0.3632 0.4170 0.3244 -0.0154 0.5689 -0.4807 -0.5465 -0.1560 -0.5025 -0.1048 -0.4358 0.5951 0.4327 0.4172 0.4013 0.3997 0.3321 -0.1751 -0.1564 -0.3991 0.4075 1.2680 -0.2149 -0.1856 -0.2111 -0.6186 -0.5144 -0.0519 -0.1389 0.3244 0.3390

---

Q | A cluster of 9 separate species, C33H36Cl6N6 in total, computed with wB97M-V/def2-TZVPD.

CARTESIAN COORDINATES (ANGSTROEM)
N -17.532 -7.295 -16.886
C -17.329 -5.910 -16.787
C -17.954 -5.048 -15.877
C -18.937 -5.562 -14.940
C -19.259 -6.905 -15.070
C -18.588 -7.724 -16.068
H -16.515 -5.534 -17.388
H -17.690 -4.008 -15.753
H -19.525 -4.905 -14.316
H -19.782 -7.456 -14.303
H -18.697 -8.798 -16.026
N -20.403 -0.297 -8.473
C -21.026 -0.119 -7.268
C -21.384 -1.090 -6.416
C -21.296 -2.428 -6.816
C -20.827 -2.704 -8.172
C -20.346 -1.621 -8.961
H -21.065 0.846 -6.784
H -21.823 -0.790 -5.476
H -21.634 -3.267 -6.225
H -20.776 -3.734 -8.491
H -20.101 -1.780 -10.001
N -15.451 -6.985 -8.804
C -15.916 -8.239 -9.017
C -16.199 -8.792 -10.269
C -15.852 -8.082 -11.372
C -15.422 -6.733 -11.216
C -15.158 -6.252 -9.915
H -16.196 -8.847 -8.170
H -16.672 -9.763 -10.239
H -15.809 -8.467 -12.380
H -15.315 -6.153 -12.121
H -14.744 -5.269 -9.747
N -23.215 -0.218 -13.514
C -23.504 0.852 -12.636
C -24.434 0.770 -11.666
C -25.079 -0.483 -11.480
C -24.688 -1.602 -12.280
C -23.825 -1.368 -13.320
H -23.006 1.782 -12.870
H -24.765 1.620 -11.088
H -25.828 -0.602 -10.711
H -25.007 -2.623 -12.133
H -23.581 -2.162 -14.010
N -25.585 -14.532 -11.710
C -26.168 -13.389 -12.123
C -25.358 -12.315 -12.582
C -24.037 -12.567 -12.851
C -23.469 -13.786 -12.396
C -24.324 -14.736 -11.973
H -27.225 -13.251 -11.947
H -25.902 -11.404 -12.783
H -23.389 -11.761 -13.162
H -22.395 -13.789 -12.508
H -23.977 -15.725 -11.715
N -14.461 -0.786 -21.333
C -14.183 0.537 -21.539
C -13.003 0.969 -22.072
C -11.967 0.020 -22.269
C -12.255 -1.358 -22.087
C -13.514 -1.756 -21.679
H -14.903 1.309 -21.312
H -12.825 2.007 -22.310
H -10.992 0.202 -22.698
H -11.537 -2.112 -22.370
H -13.780 -2.795 -21.549
C -19.289 -0.346 -18.701
Cl -19.645 1.306 -18.011
Cl -20.004 -0.419 -20.286
H -18.217 -0.540 -18.694
H -19.763 -1.063 -18.030
C -19.220 -14.339 -17.981
Cl -17.776 -14.072 -18.991
Cl -18.523 -14.580 -16.361
H -19.760 -13.392 -18.008
H -19.876 -15.088 -18.424
C -23.787 -8.931 -7.763
Cl -24.972 -7.656 -7.476
Cl -22.659 -8.478 -9.070
H -23.125 -9.105 -6.914
H -24.290 -9.871 -7.985

Highest occupied orbital energy (eV): -9.7
Kohn-Sham gap (eV): 9.68
SMILES string: c1ccncc1.c1ccncc1.c1ccncc1.c1ccncc1.c1ccncc1.c1ccncc1.ClCCl.ClCCl.ClCCl

Let us look at the Mulliken charges, expressed in e, one per atom: -0.5293 -0.2134 -0.3739 -0.2696 -0.3917 -0.1594 0.3830 0.3729 0.4424 0.3480 0.3930 -0.5312 -0.1142 -0.2556 -0.2943 -0.3232 -0.2814 0.3220 0.3308 0.3772 0.3814 0.3882 -0.5498 -0.1000 -0.3275 -0.3110 -0.2851 -0.2627 0.3287 0.3491 0.4084 0.3759 0.3735 -0.5457 -0.2681 -0.3521 -0.2086 -0.3565 -0.1230 0.3765 0.3707 0.3744 0.3534 0.3797 -0.5085 -0.1674 -0.3105 -0.3437 -0.2504 -0.2239 0.3592 0.3596 0.3685 0.3504 0.3684 -0.4763 -0.1285 -0.3549 -0.2410 -0.2743 -0.2388 0.3322 0.3442 0.3530 0.3417 0.3441 -0.1917 -0.1667 -0.1345 0.2629 0.2275 -0.2187 -0.1522 -0.1426 0.2224 0.2909 -0.2465 -0.1387 -0.1426 0.2550 0.2705

---

Tell me which of them is the least stable. Sure, it is Q.